C32H56FeGeN4S as an isolated structure. Source: the Open Molecules 2025 dataset; level of theory: wB97M-V/def2-TZVPD.

The geometry in XYZ format:
```
95
Properties=species:S:1:pos:R:3
Fe -0.5670 -1.8183 -1.0343
C -1.2503 -3.6476 -2.4029
C -0.4581 -2.5834 -3.1819
C 1.0254 -2.8041 -3.3558
C 1.5541 -3.1187 -4.5789
C 2.9307 -3.3482 -4.6939
C 3.7748 -3.1948 -3.6037
C 3.2970 -2.8524 -2.3477
C 4.2712 -2.5290 -1.2423
C 5.3326 -1.5101 -1.6733
C 1.8850 -2.7334 -2.2173
N 1.2102 -2.5751 -1.0377
C 1.6105 -3.0674 0.1441
C 0.7314 -2.8988 1.1885
C 0.6991 -3.3417 2.5473
C -0.5106 -2.9595 3.0427
C -1.2046 -2.2858 1.9762
N -0.4660 -2.2250 0.8865
H -2.3184 -3.5705 -2.5899
H -1.1115 -3.6758 -1.2834
H -0.9157 -4.6443 -2.6884
H -0.6369 -1.5169 -2.8173
H -0.9213 -2.4811 -4.1647
H 0.9174 -3.2096 -5.4498
H 3.3465 -3.6233 -5.6545
H 4.8393 -3.3227 -3.7469
H 4.7652 -3.4510 -0.9187
H 3.7498 -2.1292 -0.3715
H 5.9405 -1.8739 -2.4989
H 6.0056 -1.3045 -0.8426
H 4.8700 -0.5731 -1.9864
H 2.5226 -3.6424 0.2349
H 1.4773 -3.8899 3.0556
H -0.9043 -3.1338 4.0317
H -2.2056 -1.8749 2.0108
C -6.3399 -0.9020 0.9699
C -4.8640 -1.1693 0.6990
C -4.4775 -0.8057 -0.7293
C -2.9553 -1.0347 -1.0540
Ge -2.1716 0.7312 -0.6612
C -2.3174 1.4092 1.1575
C -3.5371 2.3328 1.3291
C -3.3656 3.6919 0.6627
C -4.5655 4.6009 0.8954
H -6.6102 -1.1875 1.9849
H -6.9711 -1.4694 0.2855
H -6.5787 0.1558 0.8454
H -4.6452 -2.2304 0.8626
H -4.2563 -0.6053 1.4155
H -4.7652 0.2300 -0.9500
H -5.0563 -1.4160 -1.4234
H -2.8885 -1.2512 -2.1213
H -2.6877 -1.9224 -0.4592
H -2.6219 1.6068 -1.8250
H -1.3978 1.9489 1.4033
H -2.3734 0.5452 1.8219
H -3.6944 2.4736 2.4013
H -4.4452 1.8468 0.9589
H -3.2075 3.5648 -0.4133
H -2.4581 4.1643 1.0536
H -5.4807 4.1519 0.5063
H -4.4325 5.5622 0.4017
H -4.7117 4.7913 1.9591
C -0.5381 4.6452 -1.6139
C 0.5159 4.8843 -0.5386
C 1.9091 4.4038 -0.9377
C 1.9939 2.9102 -1.2147
N 1.7443 2.1481 0.0323
C 0.9908 1.0960 0.2358
S 0.1332 0.3976 -1.1661
N 0.8330 0.5432 1.4204
C 1.5005 0.9604 2.6658
C 2.8048 0.2100 2.9019
C 3.4802 0.6384 4.2020
C 4.8045 -0.0808 4.4218
H -1.4779 5.1277 -1.3520
H -0.7525 3.5794 -1.7617
H -0.2169 5.0514 -2.5746
H 0.2080 4.4152 0.4041
H 0.5779 5.9518 -0.3268
H 2.6441 4.6734 -0.1729
H 2.2280 4.9135 -1.8494
H 2.9830 2.6310 -1.5781
H 1.2592 2.6072 -1.9549
H 2.2450 2.5056 0.8386
H 0.3067 -0.3181 1.4372
H 0.7905 0.7839 3.4736
H 1.6580 2.0408 2.6392
H 3.4834 0.3780 2.0571
H 2.5940 -0.8657 2.9308
H 2.8053 0.4408 5.0393
H 3.6435 1.7198 4.1858
H 4.6623 -1.1616 4.4802
H 5.2708 0.2396 5.3513
H 5.5061 0.1268 3.6118
```

HOMO energy (alpha / beta) (eV): -17.0 / -17.5
Multiplicity: 2
Kohn-Sham gap (alpha / beta) (eV): 7.86 / 6.11
Calculated total energy (eV): -141766.1411
<S²>: 1.0042
Net charge: +3
E_LUMO (alpha / beta) (eV): -9.11 / -11.44

Now the Mulliken charges, all in e:
1. Fe -0.438
2. C -1.133
3. C -0.412
4. C 0.598
5. C -1.013
6. C -0.979
7. C -0.730
8. C 0.567
9. C -0.376
10. C -1.430
11. C 0.259
12. N 0.502
13. C 0.012
14. C -0.685
15. C -0.959
16. C -1.177
17. C -0.165
18. N 0.813
19. H 0.437
20. H 0.333
21. H 0.468
22. H 0.081
23. H 0.806
24. H 0.535
25. H 0.440
26. H 0.501
27. H 0.394
28. H 0.095
29. H 0.412
30. H 0.424
31. H 0.339
32. H 0.960
33. H 0.649
34. H 0.558
35. H 0.444
36. C -1.486
37. C -0.002
38. C -1.345
39. C 0.098
40. Ge 0.345
41. C -0.581
42. C -0.934
43. C 0.154
44. C -1.540
45. H 0.408
46. H 0.388
47. H 0.297
48. H 0.427
49. H 0.076
50. H 0.396
51. H 0.616
52. H 0.354
53. H 0.177
54. H 0.129
55. H 0.559
56. H 0.570
57. H 0.564
58. H 0.099
59. H 0.194
60. H 0.117
61. H 0.336
62. H 0.411
63. H 0.368
64. C -0.865
65. C -0.152
66. C -1.043
67. C -0.662
68. N 0.047
69. C 0.922
70. S -0.725
71. N 1.207
72. C -1.536
73. C 0.191
74. C -0.475
75. C -1.337
76. H 0.335
77. H 0.064
78. H 0.382
79. H 0.100
80. H 0.407
81. H 0.404
82. H 0.424
83. H 0.254
84. H 0.540
85. H 0.251
86. H -1.184
87. H 0.454
88. H 0.545
89. H 0.280
90. H 0.061
91. H 0.353
92. H 0.368
93. H 0.327
94. H 0.392
95. H 0.345